# 1
Formula: C6H9NO2
Source: the OMol25 dataset
Level of theory: the ωB97M-V functional and the def2-TZVPD basis

The value obtained for the gap between HOMO and LUMO is 10.010 eV. As for the relative energy (zero: lowest compared OMol25 entry of this formula, charge and spin): 139.3 kcal/mol. The value obtained for the HOMO energy is -9.32 eV. Its LUMO energy is 0.7 eV. The calculation puts the electronic energy at -439.054305 a.u. The structure (SMILES) is O=CCC(=O)C1CNC1. The charge is 0. The multiplicity is 1.

```
18
C6H9NO2 (the ωB97M-V functional and the def2-TZVPD basis)
O -0.762 -0.395 1.950
O 2.069 0.693 0.578
N -0.703 -1.402 -1.903
C 0.513 -0.139 -0.865
C -0.940 0.755 1.740
C 0.475 -1.629 -0.817
C -0.141 1.617 0.724
C 0.974 0.643 0.181
C -1.034 -0.008 -1.293
H -1.421 0.672 -2.085
H 1.130 -0.020 -1.739
H -1.731 -0.114 -0.436
H -0.841 1.711 -0.316
H 0.308 -2.101 0.173
H -1.884 1.600 1.998
H 0.122 2.632 1.190
H -1.511 -2.297 -1.975
H 1.211 -2.083 -1.733
```

=====

# 2
Formula: C6H9NO3
Source: the OMol25 dataset
Level of theory: the ωB97M-V functional and the def2-TZVPD basis

The value obtained for the gap between HOMO and LUMO (spin up / spin down) is 7.948 / 7.951 eV. As for the relative energy (zero: lowest compared OMol25 entry of this formula, charge and spin): 109.5 kcal/mol. The value obtained for the HOMO energy (spin up / spin down) is -7.65 / -7.66 eV. Its LUMO energy (spin up / spin down) is 0.3 / 0.3 eV. The calculation puts the electronic energy at -514.338419 a.u. The charge is 0. The multiplicity is 1.

```
19
C6H9NO3 (the ωB97M-V functional and the def2-TZVPD basis)
O -0.255 -1.070 -0.969
O -1.673 1.599 -0.921
O 1.482 0.306 -0.473
N -0.065 -0.096 1.674
C -0.324 2.198 0.973
C 2.281 -0.943 -0.343
C -1.473 -1.721 -1.229
C 0.137 0.125 -0.448
C -0.692 1.391 -0.242
C -0.346 1.066 2.026
H -0.796 1.226 2.978
H 3.309 -0.855 -0.750
H -2.115 -1.839 -0.318
H 0.776 2.650 0.788
H -1.151 2.866 1.161
H -1.997 -1.291 -2.077
H 2.218 -1.135 0.757
H -1.176 -2.741 -1.485
H 1.861 -1.735 -1.103
```

=====

# 3
Formula: C6H9NO3S
Source: the OMol25 dataset
Level of theory: the ωB97M-V functional and the def2-TZVPD basis

The value obtained for the gap between HOMO and LUMO is 10.304 eV. As for the relative energy (zero: lowest compared OMol25 entry of this formula, charge and spin): 47.9 kcal/mol. The value obtained for the HOMO energy is -9.67 eV. Its LUMO energy is 0.6 eV. The calculation puts the electronic energy at -912.622617 a.u. The structure (SMILES) is CN1C[C@@H]2C=C[C@H]1OS2(=O)=O. The charge is 0. The multiplicity is 1.

```
20
C6H9NO3S (the ωB97M-V functional and the def2-TZVPD basis)
S 0.535 -1.058 -1.783
O 0.244 -0.600 -3.100
O -0.820 -1.014 -0.812
O 1.163 -2.321 -1.599
N -0.423 0.355 1.234
C 1.259 0.368 -0.725
C 0.985 0.093 0.779
C 0.436 1.515 -1.170
C -0.843 1.419 -0.835
C -1.166 0.187 -0.053
C -0.824 -0.731 2.133
H -1.606 2.151 -1.030
H 1.645 0.725 1.379
H -0.789 -1.703 1.624
H -1.842 -0.554 2.473
H -2.232 0.065 0.154
H 1.247 -0.958 0.955
H 0.862 2.349 -1.701
H -0.155 -0.758 2.991
H 2.324 0.468 -0.915
```

=====

# 4
Formula: C6H9NO4S
Source: the OMol25 dataset
Level of theory: the ωB97M-V functional and the def2-TZVPD basis

The value obtained for the gap between HOMO and LUMO is 8.663 eV. As for the relative energy (zero: lowest compared OMol25 entry of this formula, charge and spin): 108.7 kcal/mol. The value obtained for the HOMO energy is -8.38 eV. Its LUMO energy is 0.3 eV. The calculation puts the electronic energy at -987.691216 a.u. The structure (SMILES) is COC1=C2C[C@@H]2CNS(=O)(=O)O1. The charge is 0. The multiplicity is 1.

```
21
C6H9NO4S (the ωB97M-V functional and the def2-TZVPD basis)
S 0.746 0.274 -2.159
O 1.579 1.314 -2.578
O 0.989 -1.001 -2.644
O 0.865 0.397 -0.349
O 1.460 -0.433 1.719
N -0.893 0.719 -1.961
C -2.018 -0.306 1.671
C -1.676 0.680 0.535
C -0.743 0.407 1.624
C -1.662 0.006 -0.952
C 2.735 -0.620 1.130
C 0.460 0.016 0.993
H -1.952 1.723 0.524
H -0.714 1.696 -1.789
H -2.045 -1.363 1.276
H -1.224 -1.007 -0.846
H -2.669 -0.134 2.530
H 3.260 -1.231 1.828
H 2.769 -1.108 0.151
H 3.431 0.287 0.787
H -2.697 -0.317 -1.488
```